No. 1
56
Properties=species:S:1:pos:R:3 method="wB97M-V/def2-TZVPD" total_charge=-1 gap_ev=1.83 e_homo_ev=-1.685
H -4.260 1.745 -3.401
C -2.602 -0.102 1.638
C -0.507 -1.726 -1.023
O -3.637 3.497 -2.352
C -2.009 2.157 -3.672
N -2.004 -1.226 0.927
C 0.909 -2.060 -0.273
H 4.796 2.331 -0.126
O 5.492 -3.334 2.835
H -1.543 -0.028 -3.238
H 1.925 -1.394 -2.256
P -2.274 -2.915 1.463
C -3.562 -0.020 2.890
C -3.359 2.125 -2.800
H 3.034 0.445 -1.308
C 2.199 -1.705 -1.184
C 4.593 -2.741 3.493
H -2.537 -0.683 4.870
F -4.360 1.181 2.697
H 0.979 -1.587 0.764
H 2.414 -0.021 0.375
H -0.278 3.383 -0.663
F -1.541 0.996 3.956
H -0.353 -1.391 -2.100
H 0.564 2.272 -2.361
C -1.397 0.647 -0.085
C -2.740 0.261 4.270
Cl -2.119 -3.083 3.569
C 5.586 1.589 0.262
H -3.849 -3.181 -0.059
H 0.816 0.485 -1.989
H -0.312 0.858 -4.307
H -1.044 -2.752 -1.085
C 4.878 0.212 0.731
N -1.249 -0.790 -0.161
O -1.110 2.859 -0.663
F -3.518 1.165 5.095
H -3.302 1.491 -1.852
C -0.984 0.961 -3.368
F -4.493 -1.091 3.009
H -2.311 2.102 -4.783
H 2.925 -2.582 -1.229
H 6.128 2.079 1.152
O 4.861 0.009 1.972
N -2.221 1.176 0.981
O 3.484 -2.418 3.044
H 6.378 1.412 -0.545
H 0.961 -3.204 -0.101
H -3.559 3.544 -1.371
N -0.831 1.540 -0.928
H -1.469 3.150 -3.468
C 0.013 1.285 -2.118
C 2.976 -0.427 -0.550
O -3.901 -3.219 0.930
O 4.344 -0.744 -0.177
O 4.983 -2.533 4.674

=====

No. 2
48
Properties=species:S:1:pos:R:3 method="wB97M-V/def2-TZVPD" total_charge=0 gap_ev=9.05 e_above_lowest_kcal_mol=7.2 e_homo_ev=-8.471
H 0.817 -5.109 -3.434
H 0.639 4.070 2.767
H -0.992 -3.049 -1.514
H 2.386 -3.361 -3.074
H -0.217 3.570 1.285
H 1.491 -0.802 3.005
C 0.749 3.602 1.792
C 1.536 -3.596 -2.425
H 1.897 -4.207 -1.590
C -0.248 1.794 -1.243
C -2.647 0.471 1.196
H 0.772 2.075 -0.994
Cl -0.189 1.649 4.093
O -2.403 -1.121 -1.837
C 0.966 -2.298 -1.865
H -3.908 1.794 2.383
C 3.211 -0.393 0.569
H -3.488 -0.224 1.145
C -0.203 -2.593 -0.922
O 0.503 -4.248 -3.145
C -2.071 0.637 -0.207
N -0.737 -1.388 -0.321
H -0.768 2.659 -1.663
H -2.287 2.423 2.062
C 2.316 0.498 1.376
C 2.393 -1.571 0.064
H -0.230 0.994 -1.993
N 2.143 1.767 1.041
C -3.134 1.408 -0.978
N 2.055 -1.528 -1.254
H 3.654 0.188 -0.239
C -1.766 -0.712 -0.883
H -1.902 0.060 1.880
O 2.056 -2.467 0.817
C -3.113 1.853 1.643
H -3.936 0.728 -1.251
H 0.586 -1.697 -2.695
S -3.724 2.707 0.147
H 0.104 -3.281 -0.140
O -0.855 1.362 -0.037
C 1.549 0.148 2.504
C 0.905 1.316 2.823
H 1.460 4.165 1.195
H 4.010 -0.798 1.190
H 2.305 -0.679 -1.733
N 1.280 2.264 1.945
H -0.216 -0.932 0.414
H -2.752 1.851 -1.895

=====

No. 3
49
Properties=species:S:1:pos:R:3 method="wB97M-V/def2-TZVPD" total_charge=-1 gap_ev="4.70 / 6.43" spin_multiplicity=8 e_above_lowest_kcal_mol=0.0 e_homo_ev="-2.905 / -4.099"
H 4.647 -0.703 0.299
Sb 0.303 3.967 -1.764
N -1.996 0.231 0.789
N -2.009 -0.581 -1.887
C -1.575 -1.597 -2.820
H -2.355 -1.967 -3.502
H -0.583 -0.243 -4.102
C 2.609 -0.610 1.089
C 2.089 -0.026 3.510
H -3.460 1.105 -0.374
H -2.765 2.483 2.513
H -2.938 -1.914 -0.634
H 1.477 -0.259 -3.208
C 4.130 -0.544 1.254
Se 2.485 2.766 -1.731
C -3.128 -0.895 -1.025
Se 0.424 6.067 -2.732
H -3.876 1.169 2.546
H -4.065 -0.139 0.789
H 4.393 -1.362 1.982
C 2.672 -1.476 -1.177
H 4.342 0.481 1.662
Se -0.560 3.490 0.547
H 1.212 0.183 5.508
H 3.358 -0.835 -1.737
H 1.977 -2.681 -2.881
C -0.531 0.403 2.549
C -3.222 0.129 0.073
C -0.245 0.462 3.943
H -1.359 -2.463 -2.191
H 3.224 -2.344 -0.745
H -1.056 0.801 4.619
C -2.863 1.432 2.791
C 1.559 -2.018 -2.111
H 3.097 -0.127 3.888
N 0.501 0.157 1.739
N 2.049 -0.761 -0.054
H -2.726 1.337 3.904
C 1.056 0.248 4.425
N 0.830 -0.918 -2.734
H -0.130 -1.960 -4.314
C -0.307 -1.181 -3.588
H 0.815 -2.505 -1.459
C -1.869 0.659 1.973
H -2.277 0.267 -2.394
Eu 0.108 0.944 -0.662
C 1.768 -0.127 2.158
H -4.109 -0.973 -1.558
Se -1.119 2.428 -3.166